Molecular formula: C9H15N2
Method: DFT, wB97M-V/def2-TZVPD

```
26
Properties=species:S:1:pos:R:3:forces:R:3
C -0.93264 0.00914 -0.07396 2.4830 1.8295 -0.2427
C -4.40187 -0.82043 0.20358 1.7239 0.2131 -0.5537
C -2.07121 -0.50978 -0.45458 0.3184 -1.2926 1.2892
C -3.21198 -0.27630 0.40318 -1.0007 -0.4029 -1.7986
C 0.92549 1.23478 0.97276 -0.9444 -0.4637 3.0863
C 1.91492 0.10033 0.70576 -0.3354 -0.0474 0.9347
C 1.46067 -0.99838 -0.14636 -1.1242 0.2145 -0.1369
C 2.11739 -2.31585 -0.02538 3.3425 0.1689 2.8527
C -0.52804 2.28707 -0.74040 -1.3731 2.5480 3.4665
N -0.32718 1.14736 0.19762 0.7076 -0.7015 -0.9256
N 2.51942 0.01206 -0.58844 -1.0185 1.7095 -4.1960
H -5.21024 -0.52827 0.79320 -1.3266 0.0888 0.6889
H -4.45557 -1.44940 -0.64123 -0.7666 -1.0122 -0.5653
H -2.12009 -1.41995 -1.00588 0.2746 -0.3399 -0.8800
H -3.11208 0.49456 1.05190 0.3589 2.0547 2.3887
H 0.70527 0.97504 2.13670 0.1926 1.2569 -2.6325
H 1.24976 2.29304 0.80582 0.2428 -1.1552 0.6589
H 2.65498 -0.11017 1.50546 -0.6147 0.4649 -0.3672
H 2.58818 -2.70058 -0.88083 -0.2221 -0.4973 -1.7887
H 1.77587 -3.14906 0.56591 -1.3645 0.0230 -0.0968
H 3.10932 -2.17068 0.60034 -1.1569 0.1104 -0.6701
H -1.26124 3.02249 -0.23585 1.1784 -0.9692 -0.4753
H 0.30043 2.92535 -1.04239 0.5697 -0.7394 0.2886
H -1.06467 1.98020 -1.53557 -1.4308 -1.3084 -2.8721
H 2.22002 0.68855 -1.43378 1.1510 -1.9164 2.6954
H 3.47108 -0.33662 -0.62843 0.1352 0.1638 -0.1484
```
Forces are in eV/Å.

For the maximum force, the calculation gives 4.64 eV Å⁻¹. For the LUMO energy, the calculation gives -3.59 eV. The value obtained for the orbital gap is 7.9 eV. For the energy, the calculation gives -12543.0373 eV. For the energy above the lowest of the compared OMol25 structures with the same formula, charge and spin, the calculation gives 660.85 kJ/mol. Its total charge is +1.

Molecular formula: C9H15N2
Method: DFT, wB97M-V/def2-TZVPD

```
26
Properties=species:S:1:pos:R:3:forces:R:3
C 0.99045 -2.15068 -0.28446 2.0149 -0.5678 0.1912
C 0.76297 -0.70142 -0.13492 -0.6597 1.6144 -1.8659
C -0.68149 -0.62128 -0.21565 -1.5569 2.9834 0.8533
C 2.45274 0.54695 1.07891 -0.2753 -2.2835 1.6454
C 2.60931 0.11332 -1.44138 1.2021 -0.4995 3.9136
C -3.18401 0.08098 -0.76133 -2.2906 4.5166 2.0032
C -2.19559 0.98859 1.49592 1.1608 -2.0734 -0.3682
C 1.65491 0.49303 -0.20844 -0.0694 -2.0839 -1.0694
C -2.09889 0.79158 0.01593 1.6496 -4.7065 0.8499
N -0.12168 -2.78120 -0.31388 0.5902 -0.0982 -0.3463
N -0.99983 -1.83221 0.04868 -2.2862 -0.3243 0.7213
H 1.93641 -2.62860 -0.49904 -0.0195 -0.0392 0.1395
H 2.02312 1.32484 1.67575 0.4141 0.7112 0.5012
H 3.55971 0.54352 0.98666 -0.8908 0.3819 0.0155
H 2.14387 -0.41706 1.68792 1.0627 1.7170 -0.9126
H 3.49111 -0.45188 -1.04888 -0.9621 -0.0096 -0.2883
H 3.02933 1.01489 -1.68575 0.9363 2.4461 -0.9483
H 2.22961 -0.32934 -2.27773 -1.4275 -1.2095 -2.0761
H -2.77385 -0.61304 -1.35965 0.8199 -2.2765 -2.3860
H -3.71044 0.92680 -1.32695 0.5741 -1.4451 0.3374
H -3.93026 -0.31792 -0.08419 -0.0129 -0.4180 0.0268
H -1.31469 1.39705 1.95106 0.5557 0.7406 -0.1590
H -2.21838 -0.01642 1.95906 -1.0699 0.6352 0.0711
H -3.00394 1.65181 1.63684 -1.2565 0.4247 0.7451
H 1.06171 1.39754 -0.42509 0.3310 -0.4637 0.0964
H -1.71222 1.59015 -0.46939 1.4658 2.3278 -1.6904
```
Forces are in eV/Å.

For the maximum force, the calculation gives 5.45 eV Å⁻¹. For the LUMO energy (spin up / spin down), the calculation gives -7.28 / -7.39 eV. The value obtained for the orbital gap (spin up / spin down) is 7.1 / 7.3 eV. For the energy, the calculation gives -12542.4745 eV. For the energy above the lowest of the compared OMol25 structures with the same formula, charge and spin, the calculation gives 715.16 kJ/mol. Its total charge is +1.

Molecular formula: C9H15N2P
Method: DFT, wB97M-V/def2-TZVPD

```
27
Properties=species:S:1:pos:R:3:forces:R:3
C 0.50487 -3.01120 -0.32171 0.1996 -1.3900 1.8704
C 1.79454 -2.82394 0.30654 -1.5264 -3.3712 -1.4918
C -0.59898 -0.92256 -0.78087 -1.7122 1.6284 -0.5418
C 1.93226 -0.50684 0.50044 0.5075 1.9365 -0.5744
C -0.94575 0.68208 1.06194 -1.4046 -2.1749 -2.7609
C -3.02465 -0.34516 -0.22735 2.3759 4.2930 -1.2745
C -1.47222 1.32197 -1.38551 -1.3890 -1.8273 0.9228
C 2.39613 2.16044 0.66368 1.0469 3.4631 -1.7647
C -1.55363 0.16080 -0.33283 1.3352 1.3846 0.9639
N -0.30912 -2.00429 -0.39014 0.4586 -0.5786 -0.5790
N 2.29129 -1.67600 0.39958 0.6161 1.0348 0.3335
P 2.53599 0.85720 -0.64019 0.0307 -0.5673 0.4278
H 0.05188 -4.01145 -0.30392 0.4058 0.4287 -0.5005
H 2.30472 -3.77287 0.45725 0.4826 0.5300 0.4808
H 0.08715 0.76063 0.90099 1.1958 0.6780 0.2838
H -1.47820 1.50370 1.37466 -0.7954 2.3863 0.4613
H -1.11553 -0.05224 1.79535 -0.0282 -1.2392 0.9687
H -3.09039 -1.18704 0.27274 -0.2367 -4.5548 2.0191
H -3.59140 0.35942 0.35160 -0.3564 0.7252 -0.0768
H -3.30877 -0.36508 -1.23710 -1.2169 -0.4945 -1.1589
H -1.79208 1.03060 -2.35992 -0.3461 -0.5020 -0.7021
H -2.02442 2.16001 -1.10612 -1.9594 1.1320 0.8208
H -0.59417 1.83088 -1.51055 3.2155 0.3112 -0.1073
H 3.40588 2.38697 1.06769 -0.8236 -0.3134 0.0240
H 1.79196 1.63040 1.30518 -1.2038 -0.3542 2.2230
H 1.94286 3.21247 0.39130 0.6152 -2.2804 0.2178
H 3.85977 0.62109 -0.25269 0.5131 -0.2840 -0.4850
```
Forces are in eV/Å.

For the maximum force, the calculation gives 5.07 eV Å⁻¹. For the LUMO energy, the calculation gives 0.32 eV. The value obtained for the orbital gap is 6.9 eV. For the energy, the calculation gives -21838.7364 eV. For the energy above the lowest of the compared OMol25 structures with the same formula, charge and spin, the calculation gives 389.34 kJ/mol. Its total charge is 0.

Molecular formula: C9H15N3O6
Method: DFT, wB97M-V/def2-TZVPD

```
33
Properties=species:S:1:pos:R:3:forces:R:3
C -0.39120 0.96341 0.88416 -1.2445 0.6824 -0.2509
C 0.88570 0.19778 0.70298 0.3039 -0.6288 -0.1102
C -0.38663 1.82410 2.17538 1.0837 0.2034 -0.0006
C -1.58873 2.76953 2.27015 0.7855 -0.2838 0.6659
C -1.56049 4.00389 1.42643 -0.8646 0.0864 -0.6364
C 1.65195 -1.71349 -0.66639 -0.4017 -0.2326 -0.7125
C 2.37930 -1.66726 -2.00249 1.1082 -0.4624 -0.1168
C 0.63961 -2.88611 -0.62777 0.8379 -0.1503 1.0354
C -0.47370 -2.61781 -1.58487 -0.0132 -0.0826 0.2776
H -1.66815 -0.61946 0.31012 0.1130 0.0435 -0.0915
H -1.26941 -0.56023 1.90940 -0.2674 0.1902 -0.4513
H -0.67543 1.51339 -0.06348 0.6425 -0.1959 1.1744
H 0.54803 2.43539 2.29326 -0.6477 -0.6633 -0.3246
H -0.36812 1.10891 3.05551 -0.1637 0.8114 -1.0078
H -1.63393 3.15314 3.28645 -0.2400 -0.0884 0.1057
H -2.49431 2.20965 2.06532 -0.2942 0.0252 -0.1421
H -1.26185 4.61569 -0.31821 -0.1117 0.9467 -0.4678
H 0.15116 -0.43493 -1.17721 0.7038 0.3894 1.2143
H 2.34307 -1.81748 0.15393 0.5039 -0.0014 0.1571
H 1.15039 -3.84120 -0.82145 -0.1523 0.3947 -0.0379
H 0.24667 -2.90015 0.39470 -0.0977 -0.0894 -0.2632
H -0.91700 -2.93241 -3.50931 -0.5452 0.2269 -0.6030
H 0.71254 -3.31901 -3.10999 -0.2074 0.0504 0.1690
H 2.22711 0.18848 -1.93307 0.3300 -0.1544 -0.2031
N -1.48983 0.01213 1.08444 0.0433 -0.5606 0.6972
N 0.97522 -0.47195 -0.53515 -1.3453 1.3858 0.1035
N -0.17392 -2.89990 -2.85465 0.4612 -0.5177 -0.5641
O 1.71479 0.05623 1.58104 -0.2127 -0.1547 -0.6542
O -1.99839 5.06805 1.78120 0.4224 -0.1103 -0.0936
O -1.15346 3.79288 0.14138 0.2471 -0.8118 0.8684
O 2.71555 -2.67719 -2.55873 0.0735 -0.2430 -0.2980
O -1.52076 -2.08904 -1.24481 -0.2749 0.0005 0.0096
O 2.68422 -0.46504 -2.50831 -0.5757 -0.0053 0.5516
```
Forces are in eV/Å.

For the maximum force, the calculation gives 1.93 eV Å⁻¹. For the LUMO energy, the calculation gives 0.38 eV. The value obtained for the orbital gap is 10.0 eV. For the energy, the calculation gives -26333.6593 eV. As for the SMILES: NC(=O)C[C@H](NC(=O)[C@@H](N)CCC(=O)O)C(=O)O. For the energy above the lowest of the compared OMol25 structures with the same formula, charge and spin, the calculation gives 69.45 kJ/mol. Its total charge is 0.